(1)
DFT (wB97M-V/def2-TZVPD) results for a 3-piece molecular cluster, C26H48N2O9S overall.

Structure (XYZ):
```
86
Properties=species:S:1:pos:R:3:lowdin_charge:R:1
C -0.699 -0.448 1.998 -0.05
C -0.301 -1.708 1.219 -0.25
O 0.669 -1.438 0.213 -0.14
C 0.135 -1.206 -1.074 -0.19
C 0.906 -0.094 -1.747 -0.16
O 0.589 1.152 -1.135 -0.14
C 0.597 2.248 -2.030 -0.09
C 1.164 3.551 -1.421 -0.32
C 0.519 4.768 -2.059 -0.07
C -0.977 4.920 -1.772 -0.06
C -1.842 4.279 -2.838 -0.50
O -1.713 4.486 -4.030 0.12
O -2.843 3.462 -2.371 0.10
O 2.551 3.621 -1.924 -0.15
S 3.528 2.755 -1.009 0.61
O 3.774 1.455 -1.531 -0.21
O 4.680 3.567 -0.792 -0.22
O 2.555 2.659 0.231 -0.14
C 1.413 3.608 0.095 -0.32
C 1.973 4.947 0.609 -0.09
C 2.676 4.836 1.985 -0.16
C 4.198 5.040 2.012 -0.16
C 5.011 3.814 2.426 -0.25
O 4.397 3.079 3.483 -0.07
C 0.289 3.054 0.966 -0.07
C -0.721 4.062 1.568 -0.39
C -2.105 3.410 1.596 -0.06
C -0.373 4.488 3.020 -0.05
H -1.747 -0.224 1.814 0.07
H -0.080 0.382 1.687 0.05
H -0.581 -0.640 3.059 0.07
H 0.147 -2.429 1.896 0.11
H -1.175 -2.163 0.757 0.09
H -0.930 -0.982 -1.049 0.13
H 0.306 -2.102 -1.681 0.13
H 0.653 -0.103 -2.807 0.13
H 1.963 -0.299 -1.594 0.12
H -0.411 2.381 -2.431 0.13
H 1.234 2.013 -2.878 0.14
H 1.077 5.645 -1.748 0.13
H 0.650 4.696 -3.136 0.14
H -1.220 5.980 -1.808 0.14
H -1.272 4.584 -0.786 0.08
H -2.514 3.027 -1.579 0.08
H 1.183 5.688 0.690 0.12
H 2.675 5.333 -0.125 0.12
H 2.252 5.633 2.589 0.10
H 2.395 3.925 2.497 0.09
H 4.546 5.434 1.062 0.10
H 4.413 5.813 2.749 0.11
H 5.962 4.166 2.816 0.11
H 5.226 3.152 1.594 0.10
H 3.874 2.385 3.083 0.07
H 0.720 2.501 1.795 0.12
H -0.285 2.327 0.403 0.10
H -0.764 4.985 0.999 0.10
H -2.487 3.185 0.602 0.06
H -2.096 2.534 2.238 0.09
H -2.801 4.123 2.036 0.08
H -1.252 4.502 3.653 0.07
H 0.363 3.814 3.448 0.08
H 0.105 5.463 3.011 0.07
C -2.954 -6.573 1.195 -0.11
C -3.882 -6.211 0.041 -0.27
C -3.681 -4.777 -0.456 -0.20
C -3.951 -3.806 0.606 -0.24
N -4.161 -3.047 1.446 0.14
H -3.141 -5.950 2.070 0.07
H -3.103 -7.611 1.495 0.07
H -1.906 -6.452 0.908 0.07
H -4.918 -6.350 0.354 0.11
H -3.703 -6.889 -0.791 0.07
H -4.347 -4.567 -1.292 0.12
H -2.657 -4.634 -0.804 0.11
C 0.640 -8.603 -1.441 -0.11
C -0.638 -9.432 -1.379 -0.26
C -1.518 -9.267 -2.624 -0.18
C -1.938 -7.876 -2.789 -0.22
N -2.247 -6.774 -2.896 0.17
H 0.420 -7.536 -1.488 0.07
H 1.248 -8.773 -0.553 0.07
H 1.238 -8.867 -2.314 0.08
H -1.210 -9.153 -0.492 0.10
H -0.383 -10.488 -1.274 0.11
H -2.412 -9.887 -2.546 0.12
H -0.977 -9.572 -3.520 0.12
```

Properties
SMILES string: CCOCCOC[C@]1(CCC(=O)O)OS(=O)(=O)O[C@]1(CCCCO)CC(C)C.CCCC#N.CCCC#N
ΔE to the lowest compared entry with this formula, charge and spin (kcal per mole): 0.0
Orbital gap (eV): 10.0

=====

(2)
DFT (wB97M-V/def2-TZVPD) results for C26H48N4O4PS10Ti as an isolated structure.

Structure (XYZ):
```
94
Properties=species:S:1:pos:R:3:lowdin_charge:R:1
Ti 7.185 8.992 14.409 0.84
C 8.298 7.738 17.326 -0.17
C 9.233 8.715 16.737 -0.26
N 9.332 8.750 15.264 -0.11
C 9.923 7.583 14.605 -0.20
C 8.935 6.695 13.841 -0.21
N 7.926 7.460 13.129 -0.17
C 6.918 6.451 12.705 -0.21
C 5.774 6.980 11.887 -0.16
C 5.244 8.360 12.236 -0.18
N 5.137 8.653 13.700 -0.14
C 4.316 7.772 14.613 -0.15
C 4.725 8.078 16.031 -0.18
N 6.173 7.770 16.115 -0.13
C 6.775 8.086 17.388 -0.19
H 8.675 7.652 18.357 0.06
H 8.541 6.679 17.052 0.13
H 10.226 8.474 17.180 0.11
H 9.015 9.714 17.083 0.05
H 9.878 9.618 14.988 0.16
H 10.461 6.983 15.345 0.12
H 10.626 7.944 13.858 0.06
H 8.339 6.068 14.526 0.11
H 9.440 6.026 13.141 0.12
H 8.397 7.983 12.377 0.04
H 6.608 6.065 13.679 0.10
H 7.392 5.685 12.055 0.12
H 4.943 6.249 11.897 0.13
H 6.088 7.040 10.863 0.09
H 5.886 9.107 11.779 0.11
H 4.239 8.490 11.821 0.12
H 4.758 9.596 13.783 0.12
H 4.610 6.716 14.362 0.13
H 3.289 7.919 14.357 0.11
H 4.204 7.464 16.806 0.14
H 4.513 9.128 16.251 0.12
H 6.346 6.795 15.965 0.11
H 6.378 7.402 18.154 0.13
H 6.583 9.112 17.614 0.09
C 10.229 10.507 21.106 -0.39
S 10.043 8.985 20.090 0.79
C 8.902 7.999 21.009 -1.00
C 7.597 8.357 21.299 -1.20
S 6.800 9.801 20.816 0.39
S 6.616 7.090 22.108 0.85
C 7.892 5.941 22.269 -1.58
S 7.677 4.507 23.110 0.42
S 9.328 6.362 21.531 0.87
H 10.894 11.120 20.542 0.01
H 10.692 10.312 22.076 0.04
H 9.306 11.019 21.317 -0.01
C 8.025 11.571 10.351 -0.40
S 9.070 10.973 8.959 0.79
C 8.903 9.257 9.140 -1.06
C 9.475 8.551 10.139 -1.21
S 10.415 9.071 11.435 0.54
S 9.259 6.787 9.937 0.86
C 8.050 6.836 8.663 -1.55
S 7.231 5.495 8.178 0.47
S 7.870 8.394 8.036 0.89
H 7.854 12.655 10.218 0.03
H 8.437 11.258 11.302 -0.02
H 7.036 11.090 10.275 0.03
C 7.371 14.163 12.872 -0.01
C 5.921 13.763 13.313 -0.61
C 5.173 14.921 13.909 -0.04
C 5.118 13.051 12.178 -0.01
O 5.972 12.868 14.401 -0.16
P 7.046 11.787 14.718 0.28
O 7.421 11.126 13.411 -0.32
O 6.472 10.708 15.659 -0.33
O 8.355 12.470 15.353 -0.15
C 8.445 13.028 16.711 -0.63
C 8.891 11.943 17.676 -0.04
C 9.453 14.113 16.571 -0.03
C 7.121 13.537 17.187 -0.04
H 7.206 15.033 12.275 0.07
H 7.930 13.360 12.346 0.07
H 7.986 14.494 13.751 0.09
H 4.924 15.717 13.169 0.10
H 5.871 15.391 14.665 0.10
H 4.260 14.674 14.446 0.09
H 5.097 13.734 11.283 0.10
H 4.072 12.856 12.485 0.09
H 5.644 12.146 11.856 0.05
H 9.840 11.430 17.301 0.11
H 8.152 11.092 17.803 0.08
H 9.090 12.328 18.680 0.09
H 10.490 13.788 16.494 0.09
H 9.408 14.813 17.470 0.12
H 9.228 14.736 15.718 0.07
H 6.303 12.740 17.142 0.11
H 6.768 14.368 16.602 0.06
H 7.204 13.925 18.219 0.11
```

Properties
Net charge: -1
ΔE to the lowest compared entry with this formula, charge and spin (kcal per mole): 31.9
Spin multiplicity: 3
Orbital gap (alpha / beta) (eV): 6.1 / 6.1

=====

(3)
DFT (wB97M-V/def2-TZVPD) results for a 5-piece molecular cluster, C26H48NO11S5 overall.

Structure (XYZ):
```
91
Properties=species:S:1:pos:R:3:lowdin_charge:R:1
C 2.297 -4.460 1.423 -0.08
C 1.530 -3.899 0.153 -0.15
C 0.071 -3.533 0.431 -0.48
O -0.750 -3.755 -0.417 0.11
O -0.324 -2.974 1.607 -0.02
C 0.312 -1.717 1.874 -0.19
C -0.607 -0.472 1.638 -0.23
C -2.094 -0.807 1.968 -0.26
C -2.787 -1.201 0.639 -0.21
C -3.794 -2.398 0.762 -0.19
C -3.990 -2.971 2.172 -0.28
O -2.985 -3.925 2.552 -0.09
N -2.801 0.454 2.590 0.02
C -2.558 1.430 1.955 -0.82
S -2.109 2.652 0.981 0.53
H 1.576 -5.008 2.046 0.08
H 2.679 -3.611 2.009 0.07
H 3.115 -5.126 1.050 0.03
H 2.125 -3.099 -0.310 0.11
H 1.509 -4.723 -0.564 0.08
H 1.276 -1.604 1.341 0.11
H 0.571 -1.683 2.948 0.12
H -0.211 0.295 2.326 0.10
H -0.446 -0.163 0.579 0.09
H -1.992 -1.482 -0.069 0.08
H -3.334 -0.359 0.171 0.09
H -4.789 -2.012 0.453 0.09
H -3.561 -3.188 0.030 0.10
H -4.137 -2.205 2.943 0.10
H -4.941 -3.552 2.137 0.10
H -3.371 -4.803 2.508 0.06
C -5.858 6.738 1.498 -0.22
C -4.673 6.103 0.763 -0.21
C -5.090 4.687 0.350 -0.24
S -6.873 4.733 0.151 0.66
O -7.477 3.890 1.153 -0.32
O -7.205 4.605 -1.252 -0.35
C -7.083 6.439 0.643 -0.24
H -5.721 7.811 1.635 0.11
H -5.970 6.281 2.484 0.12
H -4.441 6.694 -0.127 0.10
H -3.778 6.080 1.383 0.11
H -4.632 4.387 -0.588 0.10
H -4.855 3.959 1.124 0.07
H -8.024 6.555 1.179 0.10
H -7.088 7.046 -0.262 0.08
C 6.646 -3.780 -1.857 -0.22
C 6.614 -4.863 -2.943 -0.21
C 5.678 -5.970 -2.453 -0.22
S 4.488 -5.182 -1.362 0.68
O 4.686 -5.674 -0.015 -0.34
O 3.198 -5.181 -1.996 -0.31
C 5.193 -3.542 -1.467 -0.22
H 7.121 -2.866 -2.214 0.12
H 7.205 -4.137 -0.983 0.06
H 6.230 -4.437 -3.874 0.11
H 7.609 -5.257 -3.151 0.11
H 5.146 -6.448 -3.273 0.10
H 6.217 -6.719 -1.873 0.10
H 5.079 -3.034 -0.511 0.11
H 4.657 -3.000 -2.248 0.11
C 8.223 -5.396 3.459 -0.22
C 7.897 -6.750 2.820 -0.21
C 7.947 -6.564 1.299 -0.21
S 9.106 -5.226 0.997 0.68
O 8.379 -4.113 0.431 -0.33
O 10.296 -5.749 0.375 -0.32
C 9.446 -4.867 2.715 -0.23
H 8.416 -5.487 4.527 0.12
H 7.381 -4.713 3.324 0.12
H 8.645 -7.486 3.126 0.12
H 6.923 -7.122 3.136 0.12
H 8.298 -7.459 0.790 0.10
H 6.976 -6.265 0.900 0.08
H 9.602 -3.798 2.843 0.11
H 10.347 -5.414 2.994 0.11
C -6.898 8.634 -4.202 -0.22
C -6.569 10.101 -4.505 -0.22
C -5.941 10.702 -3.242 -0.22
S -5.149 9.339 -2.383 0.66
O -5.830 9.126 -1.130 -0.32
O -3.719 9.495 -2.452 -0.32
C -5.657 8.061 -3.525 -0.22
H -7.150 8.080 -5.106 0.12
H -7.752 8.579 -3.523 0.12
H -5.855 10.151 -5.331 0.12
H -7.456 10.660 -4.806 0.11
H -5.194 11.457 -3.477 0.10
H -6.696 11.121 -2.579 0.10
H -5.849 7.136 -2.982 0.11
H -4.848 7.916 -4.241 0.11
```

Properties
Net charge: -1
Orbital gap (eV): 3.6

=====

| no. | electronic energy (Ha) |
| --- | --- |
| 1 | -2204.28290 |
| 2 | -6712.46398 |
| 3 | -3892.68336 |